A molecular structure, C20H45N2P3SSeTi in a non-equilibrium geometry. Source: the OMol25 dataset; level of theory: ωB97M-V with the def2-TZVPD basis set.

## Properties
net charge: +4
relative energy (zero: lowest compared OMol25 entry of this formula, charge and spin): 2.620 eV
gap between HOMO and LUMO (spin up / spin down): 0.103 / 0.103 Eh
E_HOMO (spin up / spin down): -17.8 / -17.8 eV

CARTESIAN COORDINATES (ANGSTROEM)
Ti  -0.643  0.788  0.441
P  -0.023  -1.694  1.090
P  1.781  1.174  1.348
P  -1.548  -0.510  -1.652
H  0.309  4.849  -0.875
C  -0.365  3.976  -1.126
C  -0.393  2.694  -0.635
H  0.453  1.924  -0.416
C  1.163  -2.813  0.311
C  0.650  -1.824  2.767
C  -1.476  -2.797  1.044
C  2.608  2.746  0.836
C  1.865  1.395  3.178
C  3.307  0.147  1.228
C  -1.884  0.658  -3.024
C  -3.220  -1.024  -1.051
C  -1.309  -1.952  -2.796
H  -1.088  4.257  -1.902
H  -1.405  2.239  -0.689
H  1.214  -3.748  0.884
H  2.166  -2.390  0.287
H  0.888  -3.067  -0.711
H  0.592  -2.845  3.160
H  0.084  -1.208  3.456
H  1.684  -1.477  2.843
H  -1.269  -3.774  1.489
H  -1.765  -2.992  0.008
H  -2.348  -2.378  1.550
H  3.396  2.966  1.572
H  1.878  3.562  0.822
H  3.066  2.654  -0.159
H  2.873  1.762  3.420
H  1.698  0.446  3.701
H  1.110  2.136  3.459
H  4.123  0.787  1.598
H  3.522  -0.100  0.178
H  3.292  -0.775  1.819
H  -2.544  0.175  -3.754
H  -0.936  0.921  -3.506
H  -2.339  1.576  -2.653
H  -3.785  -1.320  -1.940
H  -3.699  -0.195  -0.523
H  -3.185  -1.881  -0.372
H  -2.126  -1.909  -3.536
H  -1.355  -2.931  -2.304
H  -0.352  -1.864  -3.329
C  2.822  0.707  -3.949
C  2.278  1.992  -3.903
C  2.182  2.728  -5.091
C  2.859  2.312  -6.261
C  3.196  0.953  -6.363
C  3.056  0.131  -5.226
Se  3.473  -0.010  -2.289
H  2.105  -0.371  -1.841
H  1.992  2.401  -2.926
H  1.584  3.638  -5.103
H  3.113  3.028  -7.065
H  3.586  0.596  -7.337
H  3.214  -0.940  -5.288
C  -2.066  -0.812  5.581
N  -1.710  -0.396  4.182
C  -2.634  -0.074  3.233
S  -2.336  1.259  2.057
N  -3.804  -0.744  3.158
C  -3.964  -2.167  3.522
H  -2.825  -0.112  5.999
H  -1.137  -0.748  6.183
H  -2.421  -1.855  5.615
H  -0.902  0.236  4.122
H  -4.392  -0.438  2.384
H  -4.817  -2.326  4.194
H  -4.014  -2.924  2.728
H  -3.105  -2.427  4.148